DFT (ωB97M-V/def2-TZVPD) results for a 2-piece molecular cluster, C2H7FS overall in a non-equilibrium geometry.

Summary:
F_max ... 1.02 eV/A
SMILES ... CF.CS
E_tot ... -578.412725 hartree
2S+1 ... 1
Net charge ... 0
ΔE to the lowest compared entry with this formula, charge and spin ... 15.5 kcal per mole
HOMO ... -8.86 eV

Geometry (Å):
C: -0.40593 -1.29614 -0.13120
C: -0.07869 1.77259 0.16919
H: -0.78793 -2.03993 -0.83410
H: -0.73044 -1.53957 0.88246
H: -0.81957 -0.32138 -0.40147
H: 1.69268 -2.39778 0.12158
H: 0.50538 2.69762 0.21937
H: -1.14374 2.00878 0.26195
H: 0.21982 1.10868 0.98729
F: 0.15107 1.14749 -1.03789
S: 1.39735 -1.14037 -0.23716